The following is a quantum chemistry calculation of a 13-piece molecular cluster, C46H74O18S6 overall at a distorted geometry, from OMol25.

## Properties
Multiplicity   1
Charge   -2
Total energy   -150765.933 eV
E_LUMO   3.29 eV

Geometry (Å):
C: 1.45 -0.98 0.41
C: 1.21 -0.87 1.78
C: -0.12 -0.32 2.27
O: -0.41 -0.13 3.49
C: -1.01 0.14 1.30
C: -0.81 0.04 -0.12
C: 0.53 -0.63 -0.62
O: 0.72 -0.89 -1.81
O: -1.59 0.54 -0.95
O: 2.18 -1.09 2.56
H: 2.42 -1.37 0.12
H: -2.01 0.50 1.51
C: -3.27 4.39 6.65
S: -2.35 4.04 5.11
O: -1.23 5.03 5.09
C: -1.73 2.42 5.64
H: -2.49 4.75 7.33
H: -3.80 3.58 7.15
H: -3.95 5.23 6.49
H: -0.96 2.71 6.36
H: -1.21 1.97 4.80
H: -2.47 1.76 6.07
C: -1.88 -3.51 2.16
S: -3.60 -3.25 1.62
O: -4.42 -4.25 2.41
C: -3.92 -1.64 2.42
H: -1.29 -2.77 1.62
H: -1.61 -4.56 2.08
H: -1.88 -3.21 3.21
H: -3.86 -0.84 1.68
H: -3.18 -1.33 3.16
H: -4.96 -1.57 2.75
C: 4.20 -3.34 3.72
S: 3.04 -4.72 3.64
O: 3.97 -5.88 3.28
C: 2.22 -4.29 2.10
H: 4.64 -3.04 2.77
H: 5.00 -3.63 4.40
H: 3.72 -2.49 4.21
H: 1.27 -4.83 2.07
H: 2.95 -4.52 1.33
H: 2.00 -3.22 2.02
C: 1.97 -2.27 -7.93
S: 1.34 -2.84 -6.31
O: -0.09 -2.42 -6.31
C: 2.19 -1.74 -5.16
H: 1.44 -1.34 -8.13
H: 1.71 -3.01 -8.69
H: 3.05 -2.16 -7.95
H: 3.21 -2.07 -4.96
H: 1.67 -1.89 -4.21
H: 2.12 -0.67 -5.34
C: 4.49 2.91 5.18
S: 3.42 1.46 4.86
O: 3.28 0.61 6.09
C: 1.84 2.36 4.75
H: 4.23 3.75 4.54
H: 5.55 2.66 5.19
H: 4.27 3.11 6.24
H: 1.05 1.63 4.56
H: 1.74 2.97 3.84
H: 1.58 3.01 5.58
C: 1.00 2.62 -1.22
S: 1.72 4.02 -2.08
O: 2.89 4.49 -1.27
C: 2.40 3.20 -3.58
H: 0.20 2.20 -1.84
H: 0.57 3.12 -0.35
H: 1.67 1.86 -0.83
H: 3.28 3.74 -3.90
H: 1.66 3.33 -4.38
H: 2.59 2.16 -3.35
C: -6.17 4.22 2.36
C: -6.04 3.32 3.40
C: -5.17 2.24 3.25
C: -4.57 2.00 2.03
C: -4.73 2.92 0.97
C: -5.54 4.03 1.14
H: -6.79 5.11 2.41
H: -6.62 3.46 4.30
H: -5.10 1.48 4.02
H: -4.05 1.07 1.83
H: -4.22 2.67 0.05
H: -5.56 4.77 0.35
C: -4.42 0.58 -2.40
C: -5.41 0.25 -3.33
C: -6.62 -0.22 -2.86
C: -6.87 -0.48 -1.50
C: -5.85 -0.24 -0.62
C: -4.62 0.28 -1.07
H: -3.46 1.00 -2.69
H: -5.29 0.49 -4.38
H: -7.41 -0.62 -3.49
H: -7.77 -1.04 -1.28
H: -5.98 -0.46 0.43
H: -3.79 0.43 -0.39
O: 6.55 -0.52 0.97
C: 5.84 0.41 0.69
O: 5.73 0.83 -0.58
C: 4.67 1.76 -0.74
C: 4.41 2.26 0.68
C: 4.79 1.05 1.56
H: 3.83 1.23 -1.22
H: 4.93 2.57 -1.43
H: 3.40 2.65 0.81
H: 5.12 3.07 0.87
H: 3.95 0.36 1.70
H: 5.20 1.39 2.51
O: -5.22 3.83 -5.08
C: -4.32 3.87 -4.29
O: -4.36 4.69 -3.23
C: -3.17 4.60 -2.44
C: -2.42 3.38 -2.95
C: -3.01 3.11 -4.32
H: -3.46 4.56 -1.39
H: -2.57 5.51 -2.56
H: -2.60 2.53 -2.28
H: -1.33 3.45 -2.97
H: -3.16 2.08 -4.63
H: -2.49 3.63 -5.13
O: 2.06 -6.61 -0.70
C: 1.33 -5.89 -1.35
O: 0.67 -4.88 -0.77
C: 0.09 -4.05 -1.79
C: -0.12 -5.02 -2.95
C: 1.06 -5.97 -2.81
H: 0.68 -3.17 -2.05
H: -0.85 -3.62 -1.45
H: -0.16 -4.62 -3.97
H: -1.08 -5.53 -2.90
H: 2.01 -5.65 -3.23
H: 0.75 -6.99 -3.04
O: 4.96 -4.46 -4.37
C: 4.77 -3.92 -3.32
O: 3.54 -3.87 -2.75
C: 3.57 -3.14 -1.55
C: 4.71 -2.15 -1.78
C: 5.72 -3.09 -2.48
H: 3.77 -3.74 -0.65
H: 2.64 -2.62 -1.30
H: 5.14 -1.67 -0.90
H: 4.34 -1.36 -2.43
H: 6.29 -3.75 -1.83
H: 6.36 -2.47 -3.10

***

The following is a quantum chemistry calculation of a 7-piece molecular cluster, C46H78ClNO8 overall at a distorted geometry, from OMol25.

## Properties
Multiplicity   1
Total energy   -79356.440 eV
E_LUMO   -1.35 eV

Geometry (Å):
O: 4.08 -2.92 5.64
C: 4.45 -2.92 4.50
C: 3.51 -2.85 3.39
C: 3.90 -2.68 2.12
C: 2.92 -2.62 0.99
C: 2.14 -1.29 0.93
C: 3.00 -0.14 0.38
C: 2.44 1.28 0.62
C: 3.53 2.36 0.84
C: 3.61 3.00 2.22
C: 3.87 2.07 3.40
C: 2.59 1.42 3.97
C: 2.49 1.39 5.48
C: 1.12 0.89 6.00
C: 0.44 -0.06 5.02
C: -0.66 -0.93 5.61
N: -0.78 -2.16 4.84
C: -0.22 -3.37 5.18
C: -0.47 -4.27 4.16
C: -1.20 -3.58 3.17
C: -1.38 -2.28 3.62
C: 5.35 -2.56 1.83
O: 5.74 -2.27 0.73
C: 6.31 -2.80 2.91
C: 5.89 -2.99 4.16
Cl: 6.96 -3.30 5.44
H: 2.46 -2.95 3.62
H: 2.24 -3.46 1.10
H: 3.46 -2.75 0.06
H: 1.71 -1.07 1.90
H: 1.32 -1.45 0.23
H: 4.04 -0.21 0.69
H: 3.02 -0.30 -0.70
H: 1.94 1.55 -0.30
H: 1.67 1.29 1.38
H: 4.50 1.99 0.53
H: 3.30 3.18 0.15
H: 2.72 3.60 2.42
H: 4.43 3.72 2.20
H: 4.52 1.26 3.06
H: 4.40 2.59 4.19
H: 2.52 0.43 3.55
H: 1.73 1.97 3.59
H: 2.71 2.37 5.88
H: 3.23 0.71 5.88
H: 0.48 1.74 6.23
H: 1.29 0.40 6.95
H: 1.19 -0.76 4.66
H: 0.05 0.48 4.17
H: -0.41 -1.20 6.63
H: -1.63 -0.43 5.56
H: 0.31 -3.49 6.11
H: -0.14 -5.29 4.16
H: -1.56 -3.99 2.24
H: -1.88 -1.46 3.14
H: 7.35 -2.83 2.66
C: 3.36 3.84 9.85
C: 2.06 4.39 10.43
C: 1.17 4.44 9.19
O: 1.61 3.37 8.35
C: 2.85 2.85 8.82
H: 4.01 3.38 10.60
H: 3.92 4.64 9.36
H: 1.65 3.69 11.16
H: 2.16 5.36 10.91
H: 1.30 5.38 8.65
H: 0.12 4.30 9.42
H: 2.67 1.87 9.28
H: 3.53 2.72 7.98
C: 1.38 5.10 -2.07
C: 2.11 4.66 -3.34
C: 2.23 3.16 -3.12
O: 1.09 2.77 -2.35
C: 0.43 3.94 -1.85
H: 0.86 6.06 -2.17
H: 2.09 5.18 -1.24
H: 1.49 4.87 -4.22
H: 3.08 5.15 -3.48
H: 3.14 2.92 -2.55
H: 2.25 2.60 -4.05
H: -0.50 4.08 -2.41
H: 0.18 3.79 -0.80
C: -3.09 1.60 -2.33
C: -2.08 0.46 -2.44
C: -1.70 0.25 -0.98
O: -2.86 0.59 -0.21
C: -3.81 1.25 -1.04
H: -3.76 1.67 -3.19
H: -2.56 2.55 -2.23
H: -2.56 -0.43 -2.84
H: -1.22 0.69 -3.07
H: -0.87 0.91 -0.68
H: -1.41 -0.78 -0.76
H: -4.65 0.56 -1.23
H: -4.19 2.12 -0.51
C: -5.19 -2.51 -5.83
C: -3.78 -2.99 -6.17
C: -2.98 -1.72 -5.95
O: -3.64 -0.98 -4.93
C: -4.92 -1.55 -4.67
H: -5.87 -3.32 -5.56
H: -5.62 -1.98 -6.68
H: -3.47 -3.76 -5.46
H: -3.68 -3.39 -7.18
H: -2.96 -1.10 -6.86
H: -1.95 -1.90 -5.64
H: -4.89 -2.08 -3.72
H: -5.66 -0.75 -4.60
C: 2.60 -1.09 -4.49
C: 1.28 -0.46 -4.03
C: 0.57 -0.23 -5.36
O: 1.01 -1.27 -6.23
C: 2.13 -1.95 -5.66
H: 3.10 -1.67 -3.71
H: 3.28 -0.31 -4.83
H: 0.72 -1.17 -3.42
H: 1.40 0.46 -3.45
H: 0.85 0.73 -5.79
H: -0.51 -0.27 -5.26
H: 1.81 -2.94 -5.32
H: 2.90 -2.08 -6.42
C: -9.49 -3.00 -7.84
C: -9.34 -2.74 -9.33
C: -7.89 -2.28 -9.42
O: -7.18 -2.97 -8.37
C: -8.13 -3.58 -7.49
H: -10.31 -3.68 -7.60
H: -9.65 -2.06 -7.31
H: -9.47 -3.66 -9.90
H: -10.03 -2.00 -9.72
H: -7.79 -1.21 -9.25
H: -7.42 -2.53 -10.37
H: -8.10 -4.66 -7.65
H: -7.84 -3.38 -6.46

***

The following is a quantum chemistry calculation of C46H82BN10O3PS3Sc as an isolated structure at a distorted geometry, from OMol25.

## Properties
Multiplicity   1
Charge   +1
Total energy   -133250.131 eV
E_LUMO   -2.05 eV
ΔE to the lowest compared entry with this formula, charge and spin   0.7241 eV

Geometry (Å):
Sc: -0.42 -0.14 -0.17
C: -0.59 -2.44 4.82
C: 0.87 -2.09 5.09
C: 1.06 -1.89 6.59
C: 1.79 -3.22 4.62
N: 1.28 -0.81 4.38
C: 1.82 0.28 5.05
C: 2.40 1.07 4.14
N: 2.23 0.49 2.90
B: 3.25 0.89 1.77
N: 2.95 2.27 1.18
C: 4.00 3.14 0.90
C: 3.47 4.31 0.56
N: 2.08 4.19 0.62
C: 1.78 2.90 0.97
S: 0.22 2.19 1.15
C: 1.21 5.38 0.27
C: -0.19 5.30 0.87
C: 1.14 5.48 -1.25
C: 1.89 6.63 0.85
N: 3.49 -0.21 0.69
C: 4.45 -1.18 0.95
C: 4.78 -1.75 -0.21
N: 4.04 -1.14 -1.21
C: 3.22 -0.20 -0.64
S: 1.99 0.76 -1.36
C: 4.31 -1.53 -2.64
C: 3.84 -2.98 -2.82
C: 3.62 -0.64 -3.67
C: 5.82 -1.41 -2.87
C: 1.48 -0.62 3.04
S: 0.81 -1.56 1.74
H: -0.84 -3.36 5.35
H: -0.76 -2.59 3.76
H: -1.25 -1.64 5.18
H: 0.78 -2.83 7.08
H: 0.41 -1.11 6.98
H: 2.09 -1.67 6.84
H: 1.54 -4.13 5.17
H: 2.83 -2.97 4.83
H: 1.67 -3.42 3.56
H: 1.76 0.39 6.12
H: 2.95 1.99 4.26
H: 4.31 0.99 2.34
H: 5.03 2.83 1.00
H: 3.96 5.23 0.27
H: -0.77 4.49 0.46
H: -0.70 6.24 0.65
H: -0.15 5.18 1.96
H: 0.69 4.59 -1.68
H: 2.14 5.61 -1.68
H: 0.53 6.34 -1.53
H: 2.13 6.50 1.90
H: 1.19 7.47 0.76
H: 2.79 6.92 0.30
H: 4.81 -1.36 1.95
H: 5.48 -2.55 -0.40
H: 2.82 -3.09 -2.44
H: 4.49 -3.67 -2.27
H: 3.87 -3.25 -3.87
H: 2.54 -0.69 -3.62
H: 3.96 -0.98 -4.66
H: 3.91 0.41 -3.55
H: 6.39 -2.10 -2.25
H: 6.16 -0.39 -2.66
H: 6.04 -1.64 -3.92
C: -2.70 0.35 -0.45
C: -3.04 0.12 0.94
C: -2.94 1.38 1.59
C: -2.69 2.35 0.59
C: -2.56 1.77 -0.65
C: -2.42 2.48 -2.00
C: -2.81 3.95 -1.84
C: -3.34 1.84 -3.04
C: -0.97 2.42 -2.50
C: -2.92 1.77 3.09
C: -1.73 1.08 3.80
C: -4.22 1.47 3.86
C: -2.69 3.28 3.23
C: -3.86 -1.12 1.30
C: -3.72 -2.20 0.22
C: -3.48 -1.75 2.64
C: -5.36 -0.75 1.29
H: -3.07 -0.28 -1.24
H: -2.59 3.41 0.78
H: -3.82 4.04 -1.43
H: -2.78 4.45 -2.82
H: -2.12 4.48 -1.17
H: -4.37 1.82 -2.67
H: -3.04 0.81 -3.27
H: -3.32 2.42 -3.97
H: -0.28 2.79 -1.73
H: -0.83 3.01 -3.41
H: -0.67 1.39 -2.73
H: -1.69 0.02 3.56
H: -1.81 1.20 4.88
H: -0.79 1.52 3.47
H: -4.44 0.41 3.93
H: -5.07 1.97 3.39
H: -4.12 1.85 4.88
H: -1.73 3.58 2.79
H: -2.68 3.54 4.29
H: -3.49 3.85 2.75
H: -2.68 -2.43 0.01
H: -4.20 -1.91 -0.71
H: -4.20 -3.12 0.56
H: -2.41 -1.95 2.65
H: -4.03 -2.68 2.80
H: -3.69 -1.10 3.49
H: -5.64 -0.36 0.31
H: -5.59 0.02 2.03
H: -5.97 -1.63 1.50
C: -1.70 -4.80 1.48
O: -0.57 -4.70 0.61
P: -0.29 -3.48 -0.41
O: -1.20 -3.85 -1.68
C: -1.19 -5.17 -2.24
O: 1.13 -4.05 -0.93
C: 2.21 -4.39 -0.03
H: -2.56 -5.17 0.94
H: -1.94 -3.84 1.93
H: -1.43 -5.50 2.27
H: -2.03 -5.23 -2.92
H: -1.30 -5.93 -1.46
H: -0.26 -5.36 -2.78
H: 2.94 -4.94 -0.62
H: 1.85 -5.03 0.77
H: 2.67 -3.50 0.38
C: 0.63 -0.40 -6.49
C: -0.85 -0.79 -6.57
C: -1.75 0.41 -6.30
C: -1.18 -1.96 -5.64
N: -0.70 -1.75 -4.27
C: 0.46 -2.12 -3.71
N: 0.51 -1.62 -2.51
N: -0.65 -0.95 -2.37
N: -1.39 -1.02 -3.41
H: 0.87 0.33 -7.26
H: 1.29 -1.27 -6.64
H: 0.87 0.06 -5.52
H: -1.05 -1.16 -7.58
H: -1.67 0.76 -5.27
H: -2.80 0.17 -6.49
H: -1.48 1.25 -6.95
H: -0.70 -2.88 -5.99
H: -2.25 -2.12 -5.59
H: 1.22 -2.73 -4.19